Here is a molecular structure, C34H75B2NO14Pt2S6 in a non-equilibrium geometry from the Open Molecules 2025 dataset. Energies are from ωB97M-V with the def2-TZVPD basis set.

As for the charge: 0. The LUMO energy (spin up / spin down) comes out at 0.055 / -0.069 eV. As for the multiplicity: 5. For the HOMO-LUMO gap (spin up / spin down), the calculation gives 7.337 / 7.245 eV.

The geometry in XYZ format:
```
134
Properties=species:S:1:pos:R:3:forces:R:3:lowdin_charge:R:1
Pt 0.82963 -3.24139 0.41038 0.827 0.273 -2.078 1.187
Pt 2.68316 -1.24279 -1.65699 -0.681 -1.175 1.668 1.208
B -0.62757 -4.05078 -1.22797 -0.181 0.472 0.131 -0.451
H -0.40293 -4.62985 -0.34567 0.385 -3.620 3.682 -0.080
H -1.25597 -4.51981 -1.96916 -1.641 -2.303 -2.601 -0.021
H -1.23665 -3.22949 -0.88339 -2.509 3.511 1.342 -0.068
H 0.30853 -3.70299 -1.63664 3.552 1.495 -2.064 -0.065
B 2.11386 -1.93973 -3.67193 0.156 -1.089 -0.129 -0.483
H 1.80899 -1.95062 -4.70691 -1.514 0.576 -3.512 -0.013
H 2.97104 -2.59499 -3.68332 3.531 -2.525 0.063 -0.049
H 2.37480 -0.92514 -3.41352 0.913 4.395 -0.289 -0.114
H 1.35674 -2.38535 -3.04550 -3.078 -1.739 2.130 -0.042
C 4.04468 -5.07400 -1.44845 -0.071 -0.252 -1.295 -0.070
C 3.94860 -4.23465 -0.23055 0.497 1.322 1.195 -0.523
C 5.33279 -3.67522 0.33207 -0.623 -0.157 0.401 -0.039
O 2.94654 -3.22017 -0.41457 0.049 0.516 0.294 -0.439
H 3.04731 -5.46787 -1.64396 -0.020 -0.084 -0.104 0.086
H 4.74168 -5.91144 -1.41710 0.114 0.004 0.376 0.077
H 4.30911 -4.47398 -2.31916 0.026 0.148 -0.052 0.078
H 3.60569 -4.88544 0.57379 -0.242 -0.098 0.305 0.114
H 6.08551 -4.43688 0.53556 0.024 -0.568 -0.925 0.063
H 5.26185 -3.34951 1.36984 -0.830 0.554 0.111 0.037
H 5.80823 -2.84637 -0.19240 -0.245 -0.106 -0.450 0.065
C -0.76932 0.24925 -1.66189 -0.868 -0.519 -1.743 -0.064
C -0.01931 0.01135 -0.44174 2.288 -1.027 1.075 -0.534
C -0.90113 0.09670 0.74738 -0.902 0.217 2.043 -0.063
O 0.78592 -1.20991 -0.45028 0.083 1.490 -0.259 -0.432
H -1.46418 -0.58901 -1.71285 -0.546 0.232 -0.479 0.100
H -0.21640 0.25703 -2.60120 0.369 -0.262 0.188 0.067
H -1.23982 1.23078 -1.60422 -0.533 -0.046 0.124 0.080
H 0.64078 0.86746 -0.30231 0.776 0.030 0.033 0.113
H -1.19602 1.12550 0.95402 0.286 0.461 -0.151 0.076
H -0.39044 -0.23946 1.64976 0.283 -0.092 0.058 0.072
H -1.88087 -0.37931 0.78772 0.010 -0.755 -0.836 0.061
C 0.37201 3.19402 -3.64837 -0.413 -0.098 1.455 -0.223
C 1.31020 4.29061 -3.15649 0.592 1.152 -0.745 -0.225
C 2.66887 3.78751 -2.71921 0.579 -1.496 -1.856 -0.195
S 2.74679 2.06588 -3.37301 1.281 -1.251 0.089 0.773
O 2.59141 1.12272 -2.23643 -0.388 1.844 -1.416 -0.442
O 3.97447 1.93128 -4.18367 -1.970 0.228 1.019 -0.335
C 1.20084 2.18243 -4.43901 0.550 0.547 0.771 -0.151
H -0.44179 3.67044 -4.19505 0.071 -0.286 -0.280 0.115
H -0.06287 2.76626 -2.74505 -0.208 -0.578 -0.219 0.095
H 0.97606 5.04604 -2.44530 -0.717 -0.329 -0.099 0.124
H 1.55991 4.80637 -4.08371 -0.233 0.651 0.081 0.110
H 3.07207 3.85048 -1.70849 -0.438 -0.052 -0.141 0.077
H 3.33897 4.17693 -3.48565 0.697 0.415 0.836 0.095
H 0.75032 1.20973 -4.63646 0.129 -0.077 0.384 0.097
H 1.52034 2.62145 -5.38414 0.264 -0.056 0.000 0.108
C -3.01039 1.72849 3.82714 0.872 1.198 -1.588 -0.202
C -1.76098 1.57485 4.76052 -0.063 1.796 -0.622 -0.176
C -0.58696 2.55728 4.28189 -2.125 -0.448 -0.783 -0.162
S -1.43173 4.07323 3.42950 0.960 -0.228 0.128 0.759
O -0.81880 4.23825 2.06693 -1.683 -0.678 2.763 -0.391
O -1.42127 5.23902 4.32683 -0.284 -1.427 -1.085 -0.376
C -3.19375 3.26697 3.39634 1.016 -0.706 -0.129 -0.154
H -3.93843 1.23023 4.10746 0.020 0.540 0.872 0.095
H -2.86362 1.24318 2.86224 0.631 -0.111 -0.048 0.070
H -1.32209 0.58148 4.85371 -0.333 -0.086 -0.191 0.087
H -2.11261 1.91114 5.73590 0.338 -0.098 0.247 0.105
H -0.06014 2.13099 3.42817 0.135 -0.157 0.176 0.066
H 0.08097 2.75465 5.12035 -0.112 0.622 -0.314 0.096
H -3.51675 3.33902 2.35779 0.201 -0.133 -0.073 0.078
H -3.90896 3.87388 3.95154 0.516 -0.008 0.509 0.086
C 5.61163 2.91253 -0.20148 0.701 -1.278 -0.470 -0.210
C 4.51658 3.53220 0.72966 0.982 -0.814 -1.064 -0.179
C 3.43881 2.44886 0.95554 0.115 0.207 -0.817 -0.199
S 4.34539 0.90838 0.89680 1.140 -2.389 0.024 0.762
O 3.75671 0.04519 -0.14942 1.216 1.303 2.365 -0.443
O 4.58210 0.41685 2.25799 -0.860 0.185 -1.058 -0.339
C 6.02079 1.50862 0.38163 -1.788 1.903 0.132 -0.161
H 6.52654 3.46802 -0.40756 -0.048 0.591 0.871 0.112
H 5.27125 2.82942 -1.23363 -0.650 -0.466 0.000 0.097
H 4.14944 4.35392 0.11478 -0.287 0.428 0.915 0.102
H 5.00926 3.78404 1.66878 -0.354 0.535 -0.046 0.119
H 2.74293 2.37367 0.11997 0.105 0.055 -0.232 0.079
H 2.81120 2.49957 1.84528 0.508 0.004 0.228 0.113
H 6.63791 0.83959 -0.21810 -0.577 -0.040 -0.103 0.113
H 6.48725 1.72589 1.34252 0.142 -0.351 0.002 0.093
C -3.78977 2.88701 -5.75788 -0.772 -0.435 -0.520 -0.202
C -4.49725 1.95059 -6.81759 0.611 0.403 0.554 -0.196
C -3.66316 0.67359 -6.86611 0.892 -0.544 1.184 -0.211
S -3.24010 0.36309 -5.07791 -0.990 -0.544 -1.264 0.725
O -1.79541 0.17037 -4.91520 -1.542 0.114 0.039 -0.338
O -4.25261 -0.63666 -4.70046 1.499 1.040 0.621 -0.352
C -3.70827 2.05385 -4.50156 0.602 -1.565 0.572 -0.237
H -4.31424 3.82333 -5.56724 -0.248 -0.112 -0.094 0.112
H -2.79987 3.17184 -6.11436 0.117 -0.176 -0.042 0.110
H -4.71907 2.46701 -7.75150 0.462 -0.183 -0.144 0.110
H -5.46348 1.60664 -6.44853 -0.160 0.317 0.264 0.113
H -2.63987 0.61877 -7.23756 -0.223 0.729 -0.889 0.092
H -4.20733 -0.22421 -7.15925 0.034 0.188 -0.063 0.097
H -2.93465 2.28644 -3.76978 -0.045 0.328 -0.083 0.083
H -4.64103 1.84263 -3.97864 -0.167 0.508 -0.127 0.085
C -4.23917 -2.47618 2.61067 -0.729 -1.675 -0.698 -0.221
C -3.31413 -1.57357 3.29659 0.411 1.142 0.782 -0.262
C -2.31727 -2.42755 4.09076 0.404 1.002 -0.078 -0.198
S -1.92389 -3.77771 2.95666 -0.591 -1.224 0.097 0.760
O -2.19289 -5.04013 3.68943 1.021 1.913 -1.242 -0.334
O -0.67683 -3.52423 2.20526 -1.862 -0.630 1.987 -0.438
C -3.32518 -3.45283 1.84509 0.278 -0.160 0.663 -0.172
H -4.90548 -2.01702 1.88039 -0.005 0.265 0.190 0.117
H -4.83550 -2.84828 3.44376 -0.341 -1.016 -0.515 0.126
H -3.91536 -0.98981 3.99362 0.419 0.501 -0.040 0.115
H -2.81605 -0.95745 2.54799 0.302 0.241 0.419 0.090
H -2.69662 -2.83012 5.02998 -0.314 -0.264 -0.298 0.113
H -1.48021 -1.78452 4.36266 0.445 -0.374 -0.271 0.082
H -3.67350 -4.44895 1.57210 -0.243 0.264 -0.162 0.116
H -2.89669 -2.90256 1.00742 0.034 -0.321 -0.273 0.098
C 2.48739 -3.06030 5.89151 -0.875 2.104 0.996 -0.219
C 3.84521 -2.84343 5.17238 -1.053 -0.731 1.860 -0.202
C 3.67886 -1.89072 4.02785 -0.316 -1.017 -1.354 -0.206
S 1.90841 -1.89329 3.56815 1.160 -1.217 -1.102 0.732
O 1.65952 -2.38559 2.20356 1.142 1.028 2.479 -0.455
O 1.43683 -0.58618 3.91201 -0.959 0.593 0.306 -0.311
C 1.46514 -3.15420 4.79698 0.055 -0.832 -1.598 -0.224
H 2.24433 -2.17095 6.47297 0.093 0.246 0.251 0.112
H 2.34379 -3.87446 6.60188 0.657 -0.289 -0.294 0.122
H 4.05015 -3.87225 4.87634 0.911 0.275 -0.474 0.121
H 4.60246 -2.41268 5.82744 0.037 -0.594 0.210 0.123
H 4.24299 -2.40399 3.24913 -0.101 0.947 -0.674 0.095
H 3.95809 -0.84690 4.17129 0.020 -0.305 0.007 0.092
H 1.72397 -4.08376 4.29000 -0.271 -0.150 -0.538 0.116
H 0.38391 -3.20153 4.92655 0.200 0.369 0.565 0.093
N -6.17218 0.62809 -0.47740 -0.463 0.528 1.029 -0.008
C -4.96070 1.03738 -0.99142 -1.492 2.098 -0.078 -0.105
C -5.10863 2.43733 -1.24881 -0.082 -2.479 1.325 -0.094
C -6.40071 2.81735 -0.70117 1.355 0.799 -0.773 -0.124
C -7.01752 1.71348 -0.22053 0.825 -1.317 -0.322 -0.140
H -6.45094 -0.29629 -0.18087 0.504 0.084 -0.185 0.136
H -4.11195 0.37018 -0.96198 -0.054 0.042 -0.626 0.100
H -4.29172 3.02375 -1.64272 -0.311 0.287 0.090 0.075
H -6.75351 3.83657 -0.64540 -0.129 -0.122 -0.044 0.088
H -7.91287 1.56532 0.36496 -0.069 0.082 -0.368 0.105
```
Positions in Å, forces in eV/Å.